# 1
ORCA calculation (the ωB97M-V functional and the def2-TZVPD basis) on a cluster of 2 separate species, C4H10O2 in total at a distorted geometry.

Geometry as XYZ:
```
16
Properties=species:S:1:pos:R:3:forces:R:3:mulliken_charge:R:1
C -0.626502 -1.670122 0.920605 -1.11 0.35 0.48 -0.78
O 0.156635 -0.611976 0.431961 0.83 -0.57 -0.25 -0.34
C -0.454019 0.670059 0.376401 -0.35 0.06 -1.31 -0.28
C 0.702148 1.642889 0.614424 -0.13 0.44 0.05 -1.19
C 0.149955 0.292376 -2.275342 0.17 -0.31 -0.91 -0.28
O 0.025846 -1.017284 -2.231854 0.36 0.58 0.32 -0.25
H -0.855088 -1.384755 1.946512 -0.38 -0.48 0.31 0.33
H -1.552673 -1.725040 0.349244 -0.28 -0.12 -0.01 0.33
H -0.200276 -2.691567 0.920409 0.56 0.91 -0.28 0.26
H -1.281934 0.809499 1.104497 0.62 -0.29 0.00 0.43
H 1.037860 1.641315 1.660066 -0.42 0.01 -0.12 0.34
H 0.382232 2.643643 0.328405 0.06 0.18 0.17 0.35
H 1.621990 1.432392 0.051305 -0.57 -0.26 -0.16 0.29
H -1.008710 0.822490 -0.669553 1.30 -0.19 1.76 0.34
H 1.166024 0.530543 -1.854731 -0.44 -0.01 0.12 0.11
H 0.736512 -1.384461 -1.672349 -0.22 -0.30 -0.16 0.35
```
Positions in Å, forces in eV/Å.

E_HOMO (eV): -8.45
ΔE to the lowest compared entry with this formula, charge and spin (kcal per mole): 110.2
Orbital gap (eV): 9.28
M (g mol⁻¹): 90.1

# 2
ORCA calculation (the ωB97M-V functional and the def2-TZVPD basis) on a structure of composition C7H14O3 at a distorted geometry.

Geometry as XYZ:
```
24
Properties=species:S:1:pos:R:3:forces:R:3:mulliken_charge:R:1
C 0.650288 -2.127577 2.941342 -0.09 -0.05 0.19 -1.26
C 1.065400 -1.577309 1.581877 0.23 -0.08 -0.17 -0.33
C 0.206750 -0.402512 1.123335 -0.16 0.03 0.18 -0.58
C 0.659858 0.174932 -0.213720 0.27 0.05 0.05 -0.86
C -0.124068 1.415803 -0.625055 1.07 -1.28 -0.84 0.43
C 0.180271 2.004507 -2.009781 -0.62 0.05 0.17 -0.58
O -1.202212 2.119844 -2.417659 -0.23 -0.80 0.32 -0.65
C -1.583250 1.195919 -1.001139 -2.92 3.70 1.52 0.38
O -2.571428 1.392867 -0.347634 2.47 -1.45 -2.42 -0.50
H 1.294950 -2.962276 3.250172 -0.20 0.20 -0.09 0.37
H 0.719544 -1.350378 3.717291 -0.03 -0.19 -0.20 0.31
H -0.389800 -2.485808 2.919536 0.28 0.08 0.03 0.32
H 2.120450 -1.260232 1.621475 -0.24 -0.06 -0.02 0.32
H 1.014305 -2.376065 0.824129 0.02 0.17 0.18 0.30
H -0.844691 -0.725951 1.049406 0.23 0.11 0.03 0.32
H 0.234057 0.390810 1.889086 -0.02 -0.18 -0.17 0.32
H 1.721675 0.460423 -0.157953 -0.18 -0.10 0.04 0.33
H 0.591277 -0.596345 -0.998095 -0.03 0.23 0.13 0.27
H -0.069204 2.191768 0.150848 -0.42 -0.33 -0.08 0.44
H 0.646004 2.994418 -1.955788 0.05 -0.27 -0.25 0.33
H 0.711468 1.312535 -2.677305 0.14 0.24 0.22 0.29
O -2.091818 -0.093098 -2.725633 1.57 2.40 -0.91 -0.77
H -1.594508 1.005263 -3.199438 -1.19 -2.20 2.35 0.52
H -1.345316 -0.701539 -2.739295 -0.01 -0.27 -0.24 0.29
```
Positions in Å, forces in eV/Å.

E_HOMO (eV): -10.18
ΔE to the lowest compared entry with this formula, charge and spin (kcal per mole): 81.5
Orbital gap (eV): 10.47
M (g mol⁻¹): 146.2

# 3
ORCA calculation (the ωB97M-V functional and the def2-TZVPD basis) on a cluster of 2 separate species, C4H8O2 in total at a distorted geometry.

Geometry as XYZ:
```
14
Properties=species:S:1:pos:R:3:forces:R:3:mulliken_charge:R:1
C -1.312598 -1.368644 1.689182 -1.33 0.77 -0.57 -0.60
C -1.536070 -0.197593 1.004771 -0.34 -1.07 0.79 -0.38
C -0.702096 0.218088 -0.135535 -0.73 -0.23 -2.93 0.60
C -0.859941 1.381771 -0.861870 1.63 -3.23 2.07 -0.88
O 0.088493 -0.803141 -0.815355 -0.74 1.62 1.91 -0.50
H -0.639640 -2.071829 1.217713 0.61 0.22 0.27 0.25
H -1.882024 -1.822649 2.560912 0.44 1.19 -1.30 0.25
H -2.438283 0.473949 1.087647 1.22 -0.71 0.74 0.27
H -0.236593 1.317881 -1.735344 -0.17 0.91 -0.51 0.35
H -1.191027 2.234410 -0.339617 -0.74 1.07 -0.11 0.32
H 0.968951 -0.406686 -0.719537 0.32 -0.57 -0.36 0.35
O 3.136956 0.152610 -0.675545 -0.08 -0.23 -0.20 -0.68
H 3.630074 -0.195946 -1.436700 -0.28 0.34 0.33 0.33
H 2.973800 1.087780 -0.840720 0.19 -0.07 -0.14 0.33
```
Positions in Å, forces in eV/Å.

E_HOMO (eV): -8.67
ΔE to the lowest compared entry with this formula, charge and spin (kcal per mole): 65.0
SMILES: C=CC(=C)O.O
Orbital gap (eV): 9.22
M (g mol⁻¹): 88.1

# 4
ORCA calculation (the ωB97M-V functional and the def2-TZVPD basis) on an isolated molecule of C7H8N2O5 at a distorted geometry.

Geometry as XYZ:
```
22
Properties=species:S:1:pos:R:3:forces:R:3:mulliken_charge:R:1
C 2.031399 2.510442 -0.092324 0.12 0.53 -0.18 -0.75
O 1.760714 1.365782 0.708567 -0.46 -0.15 -0.07 -0.34
C 1.244686 0.262996 0.154038 0.89 -0.91 1.08 0.37
C 1.310766 -0.922213 0.787373 0.00 0.96 -0.37 -0.61
C 0.704491 -2.166449 0.378333 -0.56 -0.47 -0.29 -0.39
C -0.532431 -2.356665 -0.112568 0.84 -0.31 0.49 -0.40
C -1.592562 -1.388317 -0.229323 -0.74 0.81 0.16 -0.02
C -1.777265 -0.301196 0.530259 0.66 -1.17 0.01 -0.73
N -2.929497 0.523477 0.358904 -0.45 0.13 -0.19 1.07
O -3.041872 1.455301 1.130021 0.01 0.27 0.20 -0.61
O -3.722193 0.245530 -0.516303 -0.26 0.05 -0.23 -0.61
N 0.588718 0.380899 -1.144088 0.11 0.09 -0.34 1.11
O -0.178041 1.309095 -1.279878 -0.22 0.24 -0.04 -0.58
O 0.859666 -0.445522 -1.984809 -0.01 0.05 -0.20 -0.57
H 2.599108 2.244629 -0.987642 -0.01 -0.02 0.05 0.34
H 2.632752 3.160551 0.540903 -0.01 -0.07 -0.10 0.27
H 1.110644 3.024118 -0.378641 0.16 -0.11 0.09 0.30
H 1.886164 -0.942528 1.703273 0.04 0.18 0.07 0.44
H 1.344358 -3.029902 0.509730 -0.03 -0.14 -0.11 0.39
H -0.796199 -3.348792 -0.450351 0.04 -0.12 0.02 0.35
H -2.355573 -1.599016 -0.971033 -0.02 0.10 0.01 0.39
H -1.147829 0.017775 1.345564 -0.08 0.07 -0.04 0.59
```
Positions in Å, forces in eV/Å.

E_HOMO (eV): -9.02
ΔE to the lowest compared entry with this formula, charge and spin (kcal per mole): 113.5
SMILES: CO/C(=C/C=C\C=C\[N+](=O)[O-])[N+](=O)[O-]
Orbital gap (eV): 7.89
M (g mol⁻¹): 200.2

# 5
ORCA calculation (the ωB97M-V functional and the def2-TZVPD basis) on a structure of composition C19H18F9N4NiP at a distorted geometry.

Geometry as XYZ:
```
52
Properties=species:S:1:pos:R:3:forces:R:3:mulliken_charge:R:1
Ni 0.439723 0.240617 -0.399045 -1.29 -0.23 0.76 1.46
C -0.459498 -1.442801 1.764920 -0.05 0.02 -0.23 -1.81
N -1.103995 -0.729031 0.647914 -0.14 -0.01 0.07 0.88
C -1.729519 -1.686217 -0.288757 0.03 0.12 0.11 -1.29
C -1.943136 -1.030183 -1.624029 0.17 0.12 0.14 0.60
C -3.000823 -1.361931 -2.449319 -0.09 -0.01 -0.06 -1.07
C -3.127417 -0.705970 -3.661733 -0.12 -0.03 -0.10 -0.33
C -2.208748 0.275064 -4.001074 -0.09 -0.01 -0.09 -0.96
C -1.183937 0.546385 -3.123289 0.13 -0.06 0.33 -0.28
N -1.039408 -0.100062 -1.955330 0.18 0.00 -0.28 0.24
C -2.085031 0.289446 1.099805 0.06 -0.16 0.00 -1.60
C -1.552624 1.698740 1.047019 0.14 -0.24 -0.23 1.12
C -2.075500 2.689890 1.848496 -0.11 0.15 0.12 -1.08
C -1.593816 3.982329 1.715377 -0.07 0.05 0.11 -0.35
C -0.598860 4.239076 0.790319 0.02 0.12 0.03 -0.95
C -0.112087 3.192757 0.039104 -0.05 -0.43 -0.12 -0.24
N -0.588657 1.939639 0.150272 0.24 0.58 0.04 0.45
C 0.769031 -2.154427 1.254881 -0.02 0.20 -0.21 1.07
C 1.351739 -3.173171 1.979049 -0.01 -0.11 0.17 -1.07
C 2.480760 -3.792402 1.475680 0.07 -0.14 0.09 -0.47
C 2.973697 -3.395880 0.244781 0.11 -0.08 -0.01 -0.90
C 2.338895 -2.370614 -0.418131 -0.33 0.18 0.07 -0.34
N 1.256061 -1.744768 0.073021 0.35 -0.10 -0.10 0.41
H -1.150645 -2.159107 2.216049 -0.05 -0.05 0.04 0.64
H -0.175431 -0.712919 2.517391 0.05 0.03 0.09 0.57
H -2.670935 -2.063307 0.115686 -0.07 -0.02 0.02 0.54
H -1.060985 -2.535942 -0.408097 0.05 -0.06 -0.02 0.52
H -3.713830 -2.116464 -2.138920 0.04 0.05 -0.03 0.50
H -3.943792 -0.946551 -4.331109 0.02 0.00 0.03 0.43
H -2.280811 0.827325 -4.928516 -0.02 -0.05 0.04 0.45
H -0.452173 1.309210 -3.346468 0.00 0.00 -0.01 0.55
H -2.439400 0.059086 2.104952 0.01 -0.03 0.06 0.49
H -2.955063 0.229669 0.445123 -0.05 0.05 -0.06 0.41
H -2.842655 2.453254 2.575609 0.04 0.00 -0.04 0.49
H -1.980704 4.776759 2.342000 0.02 -0.05 -0.03 0.43
H -0.175720 5.227025 0.674025 -0.02 -0.03 -0.01 0.45
H 0.703354 3.335736 -0.655070 -0.02 0.01 0.01 0.45
H 0.924805 -3.469068 2.930898 0.05 0.02 -0.07 0.48
H 2.966295 -4.583380 2.033943 -0.03 0.04 -0.02 0.44
H 3.844459 -3.861861 -0.196806 -0.04 0.02 0.04 0.47
H 2.709102 -2.041093 -1.376928 -0.02 0.03 -0.01 0.37
F 1.519789 1.568796 -2.128928 0.13 0.04 -0.31 -0.19
C 1.990898 0.310322 -2.036928 0.12 0.46 0.43 0.22
F 1.668510 -0.398152 -3.080835 0.14 -0.19 -0.51 -0.20
F 3.256985 0.309539 -1.779394 0.27 -0.11 -0.24 -0.16
F 1.233854 0.648114 1.445664 -0.04 -0.21 0.00 -0.33
P 2.797819 1.323095 1.786984 0.13 0.34 -0.01 1.29
F 3.388218 0.065855 0.987631 0.26 -0.23 -0.08 -0.34
F 2.779739 0.479954 3.127470 0.07 -0.15 0.21 -0.39
F 2.010615 2.511209 2.494644 -0.02 0.24 0.11 -0.40
F 2.624112 2.087746 0.359133 0.02 0.06 -0.19 -0.37
F 4.216738 1.958660 2.040865 -0.17 -0.12 -0.01 -0.30
```
Positions in Å, forces in eV/Å.

E_HOMO (alpha / beta) (eV): -12.85 / -12.97
⟨S²⟩: 3.76
ΔE to the lowest compared entry with this formula, charge and spin (kcal per mole): 0.0
Orbital gap (alpha / beta) (eV): 9.92 / 7.86
M (g mol⁻¹): 563.0
Charge: +1
2S+1: 4

# 6
ORCA calculation (the ωB97M-V functional and the def2-TZVPD basis) on a cluster of 7 separate species, C23H38Cl12N6O5P in total at a distorted geometry.

Geometry as XYZ:
```
85
Properties=species:S:1:pos:R:3:forces:R:3:mulliken_charge:R:1
N -1.170016 1.397778 4.456263 0.04 -0.35 -1.32 -0.54
P -0.880507 2.167321 2.959169 0.57 1.82 0.89 -0.05
O 0.584053 1.586548 2.500939 -1.58 -0.72 -0.34 -0.25
C -2.216564 1.474059 1.833407 0.47 -0.88 0.72 0.59
N -3.455025 1.468645 2.333476 -0.39 -0.19 -0.15 -0.65
C -4.247730 0.964065 1.371799 0.48 0.34 0.30 0.31
N -5.553277 0.760389 1.463497 -0.58 0.40 0.07 -0.10
C -6.403661 0.184454 0.458652 0.48 -0.42 0.10 -0.20
C -6.466540 -1.189722 0.410664 0.71 -0.67 0.87 0.08
C -7.212010 -1.850800 -0.526563 -0.08 -0.34 -0.30 -0.64
C -7.916089 -1.107438 -1.459620 0.02 -1.10 0.14 -0.50
C -7.862792 0.257512 -1.388460 -0.83 0.71 -1.27 -0.48
C -7.113379 0.925909 -0.453187 0.22 0.83 0.40 -0.30
N -3.471578 0.699888 0.302616 -0.02 -0.69 -1.77 0.22
O -3.716554 0.222777 -0.944164 0.18 -0.99 1.02 -0.16
N -4.391600 1.278956 -1.717853 -0.58 1.07 -1.10 0.44
O -4.586243 0.902180 -2.778489 0.10 0.01 0.37 -0.25
N -2.177970 1.004654 0.594261 1.05 0.78 1.62 0.33
C -1.010010 0.898643 -0.267035 -0.10 -0.40 -1.56 -0.87
C -0.700383 -0.514357 -0.754914 -0.34 0.33 -0.59 -0.13
O 0.358788 -1.103898 0.018807 -1.36 -1.24 0.37 0.01
C 0.061397 -2.478753 0.024870 0.50 -0.57 -1.50 0.05
O -0.003236 -3.110282 -1.000820 0.04 0.75 1.07 -0.44
H -2.081935 1.662755 4.815362 0.09 -0.04 0.18 0.31
H -1.090980 0.385820 4.383097 -0.14 0.00 0.41 0.26
H 0.513900 0.639823 2.283391 0.74 -0.06 0.12 0.20
H -5.989276 1.036854 2.332300 0.25 0.10 0.04 0.26
H -5.889604 -1.765006 1.130791 -0.08 0.10 -0.02 0.41
H -7.205759 -2.934334 -0.527191 -0.14 0.08 -0.11 0.40
H -8.483577 -1.640198 -2.213173 -0.08 0.30 -0.05 0.43
H -8.416420 0.819951 -2.134146 0.05 0.10 0.16 0.37
H -7.069002 2.009808 -0.438312 -0.06 -0.07 0.00 0.47
H -1.166665 1.530022 -1.151345 -0.17 -0.18 0.52 -0.06
H -0.110355 1.290783 0.211961 -0.44 0.18 0.36 0.35
H -0.452882 -0.456515 -1.820590 0.36 -0.06 0.24 0.07
H -1.582431 -1.163924 -0.709880 -0.01 0.28 0.07 0.48
H -0.160133 -2.963922 0.986847 0.38 0.61 0.13 0.45
Cl 1.825767 -1.768891 2.597822 0.03 0.01 0.34 -0.20
C 3.419736 -2.058880 1.836719 0.24 -0.05 -0.31 -0.30
C 4.400488 -2.679996 2.797389 0.05 -0.05 0.13 -0.67
Cl 4.878519 -1.549950 4.086638 -0.09 -0.11 -0.12 -0.11
H 3.782895 -1.109598 1.450349 -0.07 0.05 0.10 0.27
H 3.250550 -2.728447 0.994032 -0.05 -0.03 0.05 0.32
H 5.308022 -2.957868 2.263347 -0.04 0.05 -0.08 0.35
H 3.991941 -3.573131 3.265096 -0.04 0.04 0.00 0.34
Cl 2.688918 1.867967 -0.599664 -0.10 -0.08 0.03 -0.13
C 2.791121 2.702876 -2.173532 0.21 0.00 -0.13 -0.13
C 1.517577 3.434013 -2.499056 0.23 0.24 0.05 -0.61
Cl 0.177920 2.292486 -2.821235 0.06 0.12 -0.50 -0.17
H 3.034158 1.962997 -2.932975 -0.10 -0.06 0.05 0.11
H 3.615886 3.411136 -2.105990 -0.08 0.07 0.11 0.25
H 1.647807 4.035730 -3.396718 -0.01 -0.10 -0.05 0.39
H 1.213724 4.092766 -1.689955 -0.05 -0.09 0.03 0.35
Cl 1.999389 -3.784684 -5.142206 -0.02 0.01 0.03 -0.18
C 0.842733 -2.494932 -4.732800 -0.09 -0.02 0.05 0.20
C 1.243067 -1.162224 -5.316703 -0.17 0.04 -0.04 -0.43
Cl 2.708505 -0.513562 -4.539857 0.06 0.02 0.02 -0.19
H 0.762315 -2.447729 -3.647708 0.08 -0.01 0.00 -0.16
H -0.124426 -2.796374 -5.135795 0.02 0.06 -0.07 0.13
H 0.448249 -0.434175 -5.153965 0.01 -0.02 0.05 0.20
H 1.429426 -1.230821 -6.385689 0.09 -0.05 0.03 0.45
Cl 5.283885 4.296781 0.363470 -0.04 0.00 -0.06 -0.15
C 5.260450 6.078822 0.359966 0.11 0.07 0.02 -0.48
C 3.872869 6.630158 0.153157 0.02 0.09 0.19 -0.45
Cl 3.261294 6.320954 -1.496152 -0.03 -0.01 -0.03 -0.18
H 5.946339 6.422582 -0.410638 -0.05 -0.05 -0.04 0.32
H 5.642150 6.402147 1.327105 -0.07 0.00 0.02 0.32
H 3.882217 7.710507 0.287677 0.04 -0.01 -0.07 0.35
H 3.164889 6.202517 0.858984 0.01 -0.08 -0.06 0.29
Cl 8.469618 -1.070661 7.565143 0.00 0.02 -0.02 -0.18
C 7.257975 -0.096400 8.434200 0.01 0.01 0.11 -0.42
C 5.892263 -0.194169 7.802991 -0.10 -0.02 0.12 -0.42
Cl 5.830294 0.598723 6.207747 0.05 0.12 0.09 -0.19
H 7.610625 0.931802 8.463497 0.00 -0.02 -0.08 0.31
H 7.218288 -0.475313 9.454469 -0.04 -0.04 -0.03 0.29
H 5.158169 0.305487 8.433541 0.05 0.05 0.00 0.30
H 5.585231 -1.229810 7.674734 0.07 0.00 -0.08 0.31
Cl -1.390428 -7.266205 -4.922136 -0.01 0.01 -0.02 -0.18
C -1.453556 -5.489065 -4.966521 0.09 0.06 0.08 -0.21
C -2.857956 -4.973344 -5.159745 -0.02 0.09 0.06 -0.33
Cl -3.492464 -5.332930 -6.783942 -0.02 0.00 0.01 -0.18
H -0.789879 -5.148733 -5.759032 -0.04 -0.07 -0.04 0.25
H -1.059055 -5.134494 -4.013835 -0.04 -0.01 0.01 0.09
H -2.869475 -3.888747 -5.049136 0.05 -0.01 -0.02 0.21
H -3.541974 -5.399796 -4.429490 0.02 -0.07 -0.05 0.36
```
Positions in Å, forces in eV/Å.

E_HOMO (eV): -11.91
Orbital gap (eV): 7.93
M (g mol⁻¹): 935.0
Charge: +1

> Look up the M of the first one.

90.1 g mol⁻¹